46
Properties=species:S:1:pos:R:3 method="wB97M-V/def2-TZVPD" charge=+1 relative_energy_kcal_mol=37.39 energy_ev=-54385.372 gap_ev=8.18 e_lumo_ha=-0.10798 e_homo_ha=-0.409
Pt -0.02634 0.24658 0.19034
S -0.79368 -1.64665 -0.85217
S 0.42013 1.06145 2.67867
O 1.39093 1.07740 3.71302
O 0.78019 1.79008 1.41000
O 0.09658 -0.34277 2.16716
N -1.81819 -2.58714 1.51306
N 1.41686 2.38511 -2.21736
N 2.00415 0.21942 -1.64231
N -0.61682 1.31483 -1.48523
N -0.06187 -3.64707 0.79076
C -2.71934 2.30355 -2.13608
C 2.90325 -0.76538 -1.54137
C -1.98245 1.32799 -1.53440
C -2.03369 3.36466 -2.72991
C -0.66980 3.35537 -2.72488
C -1.05758 1.76793 3.26933
C -2.82063 -1.55168 1.66905
C 3.70865 1.64727 -2.49438
C 4.22537 -0.61440 -1.90284
C 2.40057 1.37837 -2.10555
C 0.04317 2.30622 -2.11816
C 4.62754 0.62627 -2.38584
C -1.47130 -3.48983 2.61953
C -0.91301 -2.65457 0.54846
C -0.44907 -4.43040 1.96745
H 2.53317 -1.70476 -1.14794
H -2.45947 -0.76107 2.32709
H -3.04950 -1.12904 0.69591
H -0.81768 2.79416 3.54435
H -0.11079 4.14781 -3.20749
H -3.72277 -1.99241 2.08887
H -2.35471 -4.01221 2.97798
H 0.40593 -4.62745 2.60677
H -1.79631 1.73360 2.47140
H -0.89453 -5.37873 1.66854
H 0.60814 -3.94316 0.10220
H -2.46529 0.49000 -1.06093
H 5.65661 0.79397 -2.67804
H 1.74880 3.24700 -2.61284
H -1.04252 -2.91226 3.43921
H 4.92460 -1.43379 -1.80753
H -1.37147 1.20109 4.14439
H 3.99224 2.62231 -2.87304
H -2.56990 4.17549 -3.20668
H -3.79817 2.24682 -2.13860

45
Properties=species:S:1:pos:R:3 method="wB97M-V/def2-TZVPD" charge=0 relative_energy_kcal_mol=0.00 energy_ev=-41798.761 smiles="CNC(=O)[C@H](C)NC(C)=O.O=C(Nc1ccccc1)Nc1cnns1" gap_ev=8.84 e_lumo_ha=0.00900 e_homo_ha=-0.316
S -1.62812 -5.49205 0.70485
O 5.25505 1.21676 -0.44946
O -1.71824 -2.50954 0.45751
O 1.16137 2.99588 -1.30247
N -3.62263 -3.51582 1.18093
N -3.49881 -1.18452 0.98167
N 3.26632 3.27615 -0.58838
N -3.42391 -7.14671 1.29466
N 3.21231 0.29814 -0.65058
N -2.19163 -7.07409 0.93464
C 2.30855 2.56934 -1.20020
C -1.77352 1.57567 -0.86994
C -2.36582 2.68009 -0.25794
C 3.07895 4.59428 0.01323
C -3.20522 -4.85746 1.12516
C -2.87908 -2.40812 0.82157
C 1.55744 0.40726 -2.41590
C 4.42990 0.37553 -0.11632
C 4.76087 -0.63453 0.95745
C -3.06873 0.07457 0.54580
C -3.31810 2.49023 0.74516
C -2.12161 0.28092 -0.47264
C -4.02488 -5.90806 1.41236
C 2.69787 1.16210 -1.71713
C -3.66708 1.19398 1.13955
H 0.76432 0.19032 -1.70056
H -4.33582 -1.19355 1.54883
H 2.58962 -0.40906 -0.29533
H -5.06273 -5.78880 1.70640
H -1.65086 -0.55317 -0.98140
H 2.93042 5.33884 -0.77034
H -1.04238 1.73252 -1.65738
H -4.59044 -3.34077 1.42221
H 4.05104 -0.53787 1.77721
H 4.70704 -1.63764 0.53813
H 3.49301 1.31050 -2.44934
H 4.18173 2.84124 -0.51962
H 5.77000 -0.44784 1.32315
H 1.15449 1.01762 -3.22473
H 3.95580 4.86212 0.60441
H -3.78192 3.35064 1.21866
H -4.40533 1.06836 1.92440
H 1.93096 -0.52896 -2.83153
H -2.07877 3.68177 -0.56603
H 2.19855 4.58371 0.65926

47
Properties=species:S:1:pos:R:3 method="wB97M-V/def2-TZVPD" charge=+2 relative_energy_kcal_mol=0.00 energy_ev=-66837.848 gap_ev=5.61 e_lumo_ha=-0.32709 e_homo_ha=-0.533
I -0.99570 -2.30646 -2.78876
P 1.03431 -2.23026 0.28290
P -1.79246 1.25998 -1.08693
Al -0.40520 -0.72075 -0.97937
F 0.96430 -0.10413 -3.90140
F 4.67874 2.50348 -2.67123
F 3.31891 1.05977 -4.53959
F 3.73107 2.64212 -0.09321
F 1.46168 1.33684 0.59639
O -2.79698 -1.81897 1.05947
O -1.12075 -0.09658 2.18908
C 3.07810 1.89959 -1.01793
C 1.68314 0.44722 -2.88569
C 1.68276 -1.71630 1.88287
C -3.57114 0.91464 -1.21159
C 1.18632 0.39434 -1.57802
C -3.86763 -3.33527 -0.68156
C -1.40377 2.30153 -2.53507
C -3.24064 -2.46377 0.19924
C 0.27717 -3.84107 0.64348
C 2.53950 -2.59352 -0.68163
C -0.90039 -0.35064 1.08400
C 2.86227 1.10121 -3.27106
C 3.56101 1.84360 -2.32003
C 1.91567 1.19388 -0.69334
C -1.70634 2.42705 0.29092
H -0.48756 -3.72214 1.42254
H -0.42919 2.79252 -2.40214
H 3.20298 -1.71701 -0.69165
H -0.66656 2.69882 0.48927
H -0.18110 -4.26794 -0.25585
H -3.12193 -4.06795 -1.03052
H 3.06544 -3.44182 -0.21365
H -4.09092 1.85540 -1.44773
H -2.27526 3.33098 0.03469
H 2.41634 -2.45884 2.21861
H -2.18391 3.07338 -2.64897
H 2.16628 -0.74096 1.79718
H 1.06363 -4.51739 1.00764
H 2.28936 -2.84414 -1.72403
H -3.76471 0.18477 -2.00739
H -2.12562 1.97100 1.19311
H -3.94750 0.52369 -0.25614
H -1.35417 1.68909 -3.44918
H -4.70917 -3.85306 -0.17376
H 0.86885 -1.64448 2.60934
H -4.24071 -2.73967 -1.53045

47
Properties=species:S:1:pos:R:3 method="wB97M-V/def2-TZVPD" spin_multiplicity=3 charge=+1 relative_energy_kcal_mol=70.64 energy_ev=-39057.290 gap_ev="6.75 / 5.64" e_lumo_ha="-0.18063 / -0.21896" e_homo_ha="-0.429 / -0.426"
W 0.41591 0.18193 0.37070
F 5.71372 0.83272 -4.91927
F -1.37228 0.33132 -1.61223
F -0.59099 -1.71825 -1.11634
F -2.34048 -1.52611 -2.59158
F -0.22304 -0.81852 -3.16261
O 0.01687 0.50479 4.36875
O 0.21008 0.40383 2.15319
N 2.42072 1.32784 1.10785
N -1.62829 -0.39556 0.80478
C 2.63928 0.38964 -2.24169
C -4.98298 -0.54102 0.44507
C 2.61716 1.67692 2.53766
C 1.31962 2.17763 3.17821
C 4.72170 0.68989 -4.04587
C 3.42550 -0.71927 -2.63025
C -3.98217 -1.32615 1.31046
C -4.25345 -1.12682 2.81209
C 2.94016 1.65322 -2.79324
C -2.67726 -0.82165 1.01841
C -4.01015 -2.81953 0.94270
C 4.46310 -0.57234 -3.51726
C 3.96756 1.80590 -3.69263
C 0.42092 0.95307 3.33722
C 1.61071 0.23574 -1.27172
B -1.19027 -0.97474 -2.23416
H 5.06378 -1.41167 -3.82907
H -3.52123 -1.66057 3.41331
H -3.32913 -3.38990 1.56947
H 1.52038 2.60851 4.15610
H -4.73686 -0.64151 -0.61009
H 1.28460 -0.84963 -1.11367
H -4.22330 -0.07430 3.08150
H 3.24024 0.79807 0.79839
H 3.18740 -1.69433 -2.23047
H -5.01887 -3.19404 1.09626
H 3.39592 2.44018 2.63192
H -5.24009 -1.51391 3.05113
H 0.70801 1.00948 -1.32133
H -3.73880 -2.96853 -0.10030
H 2.41861 2.20163 0.57224
H 2.94716 0.77927 3.06904
H 0.82193 2.91592 2.53885
H -4.98460 0.51413 0.70694
H -5.97955 -0.94168 0.60945
H 4.19380 2.76254 -4.13517
H 2.33895 2.50586 -2.51275

61
Properties=species:S:1:pos:R:3 method="wB97M-V/def2-TZVPD" charge=0 relative_energy_kcal_mol=71.82 energy_ev=-68079.881 smiles="O=C1OC[C@@H](F)O1.O=C1OC[C@@H](F)O1.O=C1OC[C@@H](F)O1.O=C1OC[C@@H](F)O1.C[N+](=O)[O-].C[N+](=O)[O-].C[N+](=O)[O-]" gap_ev=10.60 e_lumo_ha=-0.01502 e_homo_ha=-0.405
F -1.83429 -1.69486 -1.14176
F 2.45287 4.81202 1.71487
F 1.75285 6.75278 -8.48982
F -0.11309 -3.58657 7.48753
O 2.05630 5.95815 -0.07447
O -8.82754 -6.70171 5.30498
O -0.42988 4.87893 -6.82005
O -3.84453 -0.55868 2.14389
O -0.45356 -1.41426 9.55490
O -3.32271 -0.31546 -0.05654
O 0.18068 -7.12734 -4.69128
O 7.60102 -2.49250 -3.07818
O -0.70862 -2.75273 11.38216
O -1.77918 -0.63530 1.35068
O 0.24247 6.97812 -0.85574
O 0.94768 7.22550 1.25825
O 1.72367 4.85254 -7.39327
O -10.01727 -7.44987 3.61063
O -1.40156 -3.36687 9.25798
O 6.37582 -1.21988 -1.66456
O 1.83769 -7.98110 -3.59250
O 1.14353 3.58629 -5.61779
N 7.30541 -1.42507 -2.49243
N -9.22046 -6.65025 4.13258
N 1.30882 -7.11345 -4.20202
C -1.21972 0.03721 0.20506
C 2.78443 5.90389 1.11389
C -8.67341 -5.47120 3.41118
C 8.20043 -0.23890 -2.75563
C 2.12473 -5.79791 -4.40496
C 1.01837 6.69102 0.07952
C -2.15271 -0.43266 -0.86314
C 2.14927 7.03010 1.92440
C 1.08580 5.62232 -8.36332
C 0.86094 4.35445 -6.51481
C -0.81695 -2.56444 10.15732
C -0.35640 5.83509 -7.84967
C -0.79005 -1.48865 8.15151
C -3.02806 -0.45509 1.22003
C -1.19534 -2.96372 7.93873
H 1.95097 6.68885 2.94042
H 1.76924 -4.95390 -3.81389
H -7.81203 -5.78740 2.82283
H 2.01765 -5.56813 -5.46506
H -8.36936 -4.70608 4.12547
H -1.21324 1.12240 0.30709
H 8.86916 0.00599 -1.93046
H -2.22191 0.12676 -1.79607
H 0.02863 -1.33934 7.44755
H -1.07220 5.51806 -8.60808
H 7.46361 0.49942 -3.07197
H 2.75119 7.93418 2.01631
H 1.05172 5.14279 -9.34157
H -0.19933 -0.29859 0.02024
H 3.85915 6.03821 0.99125
H -9.50110 -5.21600 2.74944
H -1.64300 -0.82551 8.00711
H 8.77959 -0.56649 -3.61897
H 3.15553 -6.09960 -4.21910
H -2.05998 -3.10473 7.29018
H -0.57177 6.76920 -7.33087

43
Properties=species:S:1:pos:R:3 method="wB97M-V/def2-TZVPD" charge=0 relative_energy_kcal_mol=347.15 energy_ev=-38557.647 smiles="COC(=O)[C@H](CCSC)NC(=O)NCCc1ccc(F)cc1" gap_ev=8.89 e_lumo_ha=0.01121 e_homo_ha=-0.315
S 1.85796 -2.92302 -0.90280
F -5.74820 -2.16466 0.76642
O 0.72052 2.09455 0.48120
O 3.19326 0.47922 -0.39785
O 3.53882 1.23149 2.00039
N 0.73358 -0.33468 0.57082
N -0.72732 0.74678 -0.94084
C -5.48449 -0.13191 -0.29010
C 0.38002 0.76635 0.11652
C -2.97442 0.23573 1.02009
C 1.91235 -0.30927 1.42321
C -2.42852 2.03292 -0.14422
C 2.57793 -1.68517 1.73800
C 4.08755 1.65423 -0.68156
C 3.09367 -2.48209 0.42864
C 2.15629 -1.81367 -1.87730
C -3.42661 0.99618 0.17020
C -1.38642 1.88239 -1.20735
C -4.54279 0.97067 -0.61540
C 2.92970 0.59570 1.13196
C -5.07548 -1.12937 0.45990
C -3.92269 -0.91695 1.43965
H -4.85195 1.61586 -1.27238
H 5.14284 1.63260 -0.23664
H 3.25614 -1.68442 2.47936
H -3.65091 -1.86629 2.09138
H 1.58431 0.00347 2.40991
H 3.73192 2.72510 -0.67490
H -1.08350 -0.41756 -0.96569
H 3.73407 -3.03798 0.75541
H -2.15516 0.43396 1.65265
H -1.90521 2.45441 0.78318
H 0.60381 -1.12862 0.15400
H 1.64406 -2.31442 2.37068
H -6.26451 -0.21094 -1.26779
H -0.78393 2.59365 -1.25788
H -3.10072 3.01576 -0.46557
H 3.72056 -1.72842 -0.08879
H 2.19695 -0.87533 -1.65936
H 3.01570 -1.94480 -2.46680
H -1.89675 1.53867 -2.32432
H 4.23280 1.38819 -1.84565
H 1.36479 -1.98833 -2.86035

41
Properties=species:S:1:pos:R:3 method="wB97M-V/def2-TZVPD" spin_multiplicity=5 charge=+1 relative_energy_kcal_mol=35.16 energy_ev=-57343.393 gap_ev="3.92 / 3.30" e_lumo_ha="-0.15273 / -0.27795" e_homo_ha="-0.297 / -0.399"
Fe 2.96079 0.11760 -1.58015
O 2.57697 3.05124 -1.42721
O 1.08999 0.50675 -3.83526
N -3.09908 0.31482 1.23017
N -3.57293 0.37347 -0.05924
C 0.81986 -1.04017 -0.01219
C 4.14362 -0.52133 -3.03388
C 4.17568 -1.40077 -0.88624
C -2.92801 1.47526 3.28806
C 2.86789 1.92060 -1.41855
C 4.81670 0.41240 -2.18537
C 1.75239 0.27664 -2.90473
C 3.77142 -1.66255 -2.23046
C -3.51166 0.07341 3.55949
C -3.94641 -0.46090 2.19002
C -3.10849 1.69595 1.79735
C -0.45106 -0.87135 -0.75369
C -3.91584 -0.67665 -0.71301
C 1.80083 -0.01020 0.10485
C 4.83637 -0.12291 -0.84800
H -5.01594 -0.21746 2.00373
H 5.33978 1.31158 -2.52751
H -3.47040 2.24771 3.82675
H -0.37101 -1.46085 -1.70163
H -2.77639 -0.57199 4.05593
H -3.63289 -1.72921 -0.46661
H 1.08298 -2.05440 0.28682
H -4.10793 2.11682 1.56471
H -4.38733 0.12671 4.21136
H 3.32645 -2.57599 -2.60780
H 4.07441 -0.44257 -4.11780
H -2.35725 2.31943 1.32779
H -1.37518 -1.22988 -0.30128
H -1.88108 1.54449 3.59373
H 4.08364 -2.09227 -0.05189
H -0.63850 0.19968 -0.95620
H 5.32862 0.33753 -0.00493
H 1.40604 1.00359 0.32304
H -3.82499 -1.53798 2.07795
H 2.62013 -0.22941 0.82405
H -4.50222 -0.51686 -1.64217

40
Properties=species:S:1:pos:R:3 method="wB97M-V/def2-TZVPD" charge=+2 energy_ev=-22395.310 gap_ev=7.19 e_lumo_ha=-0.28059 e_homo_ha=-0.545
O 4.94248 0.72930 -1.52441
N 3.00911 0.51479 -0.11375
N -4.24740 0.31623 1.09879
N -6.41504 -0.57678 0.31353
C 4.48873 0.47975 -0.22184
C 6.65157 -1.10208 -1.90731
C 6.35863 0.43408 -1.64803
C -3.36166 -0.56273 1.71674
C -1.43134 0.59111 0.51966
C 2.15478 0.04390 -1.08874
C 1.02285 1.11043 1.28554
C -3.81420 1.32463 0.26177
C -5.64973 -1.67929 -0.30936
C 0.70442 0.03947 -0.96727
C -5.68948 0.09964 1.39932
C 0.08883 0.58855 0.27081
C -1.94423 -0.45175 1.44756
C -2.39482 1.51787 -0.07052
C 2.45496 1.05017 1.02877
H 6.07153 -1.77817 -1.22513
H 6.52339 -1.40675 -2.97510
H -4.79764 -1.27685 -0.93351
H -5.13863 -2.28801 0.50834
H 7.74428 -1.24622 -1.66123
H 0.04167 -0.37113 -1.77151
H 0.60346 1.54005 2.23004
H 6.83341 1.01119 -2.48141
H -7.31177 -0.93877 0.64596
H 6.88080 0.69373 -0.67726
H 4.96930 1.13928 0.55485
H -5.81087 -0.49969 2.35124
H -2.04992 2.33262 -0.74743
H -3.71450 -1.37710 2.39331
H 2.61711 -0.37863 -2.00844
H 3.13067 1.42723 1.83450
H -4.62474 1.98426 -0.14584
H -1.22405 -1.16328 1.90840
H 4.79435 -0.57949 0.05188
H -6.19827 1.09306 1.56989
H -6.26801 -2.38462 -0.91284